C22H22ClN3O4 | ωB97M-V with the def2-TZVPD basis set

Last columns: bonded neighbours and bond lengths (Å).
Positions of all 52 atoms, in Å:
1 O 3.566 0.526 1.171  C2 1.214
2 C 3.020 -0.550 1.044  O1 1.214, C3 1.538, N24 1.341
3 C 1.758 -0.929 1.839  C2 1.538, N4 1.455, H31 1.093, H32 1.090
4 N 0.584 -0.858 0.982  C3 1.455, C5 1.366, C23 1.389
5 C 0.223 -2.009 0.341  N4 1.366, O6 1.219, C7 1.506
6 O 0.927 -3.003 0.379  C5 1.219
7 C -1.104 -2.026 -0.371  C5 1.506, O8 1.213, N9 1.370
8 O -1.522 -3.050 -0.868  C7 1.213
9 N -1.809 -0.852 -0.405  C7 1.370, C10 1.456, C17 1.386
10 C -3.121 -0.891 -1.036  N9 1.456, C11 1.506, H33 1.094, H34 1.096
11 C -4.236 -0.571 -0.074  C10 1.506, C12 1.389, C16 1.389
12 C -5.331 0.173 -0.492  C11 1.389, C13 1.384, H35 1.081
13 C -6.366 0.450 0.384  C12 1.384, C14 1.384, H36 1.080
14 C -6.312 -0.010 1.689  C13 1.384, C15 1.384, H37 1.079
15 C -5.225 -0.756 2.110  C14 1.384, C16 1.383, H38 1.080
16 C -4.194 -1.038 1.233  C11 1.389, C15 1.383, H39 1.081
17 C -1.311 0.339 0.098  N9 1.386, C18 1.395, C23 1.407
18 C -1.994 1.545 -0.063  C17 1.395, C19 1.379, H40 1.075
19 C -1.468 2.731 0.403  C18 1.379, C20 1.387, H41 1.077
20 C -0.228 2.730 1.025  C19 1.387, Cl21 1.723, C22 1.382
21 Cl 0.461 4.213 1.568  C20 1.723
22 C 0.468 1.551 1.213  C20 1.382, C23 1.393, H42 1.077
23 C -0.078 0.346 0.777  N4 1.389, C17 1.407, C22 1.393
24 N 3.406 -1.520 0.203  C2 1.341, C25 1.441, H43 1.015
25 C 4.439 -1.324 -0.782  N24 1.441, C26 1.545, H44 1.093, H45 1.092
26 C 3.847 -1.168 -2.200  C25 1.545, C27 1.531, O30 1.410, H46 1.096
27 C 3.030 0.120 -2.344  C26 1.531, C28 1.530, H47 1.090, H48 1.088
28 C 4.115 1.149 -2.668  C27 1.530, C29 1.538, H49 1.089, H50 1.088
29 C 5.205 0.306 -3.350  C28 1.538, O30 1.422, H51 1.094, H52 1.096
30 O 4.874 -1.064 -3.161  C26 1.410, C29 1.422
31 H 1.841 -1.961 2.189  C3 1.093
32 H 1.631 -0.258 2.688  C3 1.090
33 H -3.138 -0.216 -1.896  C10 1.094
34 H -3.237 -1.918 -1.403  C10 1.096
35 H -5.377 0.534 -1.510  C12 1.081
36 H -7.213 1.028 0.048  C13 1.080
37 H -7.118 0.209 2.374  C14 1.079
38 H -5.181 -1.123 3.125  C15 1.080
39 H -3.353 -1.632 1.563  C16 1.081
40 H -2.953 1.563 -0.550  C18 1.075
41 H -2.009 3.654 0.272  C19 1.077
42 H 1.446 1.587 1.663  C22 1.077
43 H 2.843 -2.362 0.138  N24 1.015
44 H 5.122 -2.178 -0.780  C25 1.093
45 H 4.991 -0.424 -0.505  C25 1.092
46 H 3.268 -2.066 -2.442  C26 1.096
47 H 2.330 0.020 -3.175  C27 1.090
48 H 2.476 0.369 -1.442  C27 1.088
49 H 4.490 1.599 -1.750  C28 1.089
50 H 3.751 1.942 -3.317  C28 1.088
51 H 5.247 0.480 -4.430  C29 1.094
52 H 6.197 0.506 -2.928  C29 1.096

Calculated values
Orbital gap (eV): 8.57
E_HOMO (hartree): -0.31620
ΔE to the lowest compared entry with this formula, charge and spin (kcal per mole): 0.00
SMILES: O=C(Cn1c(=O)c(=O)n(Cc2ccccc2)c2ccc(Cl)cc21)NC[C@H]1CCCO1